No. 1
A 9-piece molecular cluster, C36H42Cl8O18 overall in a non-equilibrium geometry, computed with ωB97M-V with the def2-TZVPD basis set.

Positions of all 104 atoms, in Å:
Cl  5.46032  -1.87355  2.31280
Cl  4.23964  6.46206  5.69362
Cl  1.92745  9.02010  3.11082
Cl  -4.52437  -3.91731  -8.65041
Cl  -5.58049  -3.41046  -5.27626
Cl  4.11319  -3.42400  -6.22767
Cl  6.26391  -4.97763  0.98501
Cl  3.53523  -7.06345  -6.30556
O  -3.68675  8.52443  3.65155
O  -0.61934  -7.13703  0.05157
O  -0.19051  -1.45844  -1.26817
O  10.93485  2.41598  -1.78835
O  -8.44394  0.90660  -0.95078
O  -2.83803  -0.26871  -1.29437
O  1.64507  2.70074  -0.18558
O  -3.20580  -5.77167  -0.33386
O  -2.57916  5.03826  7.64348
O  -9.04731  -1.59106  3.02019
O  -2.24353  -10.97609  -1.92847
O  -3.88634  5.90224  3.14203
O  -11.16383  1.38810  -0.90316
O  8.01224  2.21103  -0.68306
O  -11.72733  -1.11687  2.97305
O  -2.15102  7.69526  8.01673
O  -0.85464  3.88638  -0.61516
O  -4.83905  -9.81424  -2.26990
C  6.16117  -4.55557  2.63740
C  -2.69680  5.86173  6.68660
C  -3.66271  -3.02645  -7.28127
C  0.62766  1.94498  -0.60232
C  -3.46727  7.73124  4.50720
C  8.09311  1.39258  -1.84217
C  -0.61971  2.69310  -0.61390
C  -9.47073  -0.84806  2.20748
C  6.48791  -3.10869  2.98000
C  3.74256  7.94527  4.78047
C  -3.02824  5.44016  5.34111
C  3.47899  -4.62619  -5.04672
C  -9.18638  0.46387  0.07558
C  10.12212  3.40895  -1.23785
C  11.51889  2.83780  -3.02764
C  -4.66823  -2.31975  -6.42303
C  -3.44489  6.32348  4.39758
C  -8.68573  -0.24390  1.11289
C  -1.71360  0.44320  -1.03637
C  -2.62366  7.31804  6.79200
C  -10.87172  -0.48089  2.14389
C  -0.43081  -0.23131  -1.10413
C  -4.07017  -7.87355  -1.28886
C  0.67528  0.62932  -0.83572
C  -11.38877  0.34047  1.16539
C  -1.49296  -9.04784  -0.89519
C  -1.78831  1.76409  -0.76754
C  -2.54548  -9.83174  -1.54309
C  4.26413  -5.99194  -5.11103
C  2.56342  7.57988  3.88443
C  -10.62705  0.79173  -0.01884
C  -2.96324  -6.99207  -0.64394
C  9.25206  2.70273  -0.15755
C  -3.01733  8.20044  5.81546
C  -1.67304  -7.77644  -0.53330
C  -3.81636  -9.14764  -1.65525
H  -7.64129  -0.47348  0.96181
H  -4.58822  -10.68514  -2.58649
H  10.79745  4.16887  -0.84470
H  2.36158  2.10275  0.03942
H  -2.78456  2.17893  -0.72524
H  7.48654  -2.80527  2.66574
H  -8.91687  1.55702  -1.47508
H  -12.40989  0.69220  1.16841
H  5.32788  -5.80196  -5.25403
H  -2.60307  -1.19940  -1.30924
H  7.16232  0.90514  -2.13223
H  -5.08348  -7.56204  -1.49523
H  4.13757  -6.38569  -4.10254
H  8.51219  2.01201  -2.63513
H  2.84403  6.87039  3.10598
H  -0.90412  -6.24096  0.24538
H  -2.94022  4.37628  5.17738
H  8.83456  0.62742  -1.61223
H  -3.10578  -3.76655  -6.70664
H  -0.49788  -9.43239  -0.72690
H  -3.00276  -2.24243  -7.65258
H  9.43303  3.92338  -1.90763
H  9.67798  1.85539  0.37978
H  3.47256  8.70535  5.51359
H  2.40975  -4.81591  -4.95274
H  -11.30520  -1.77037  3.53551
H  6.68417  -5.29161  3.24799
H  10.82191  2.83102  -3.86566
H  -1.89870  6.88720  8.46948
H  -3.08528  9.26368  5.99243
H  -5.42610  -1.77607  -6.98707
H  6.56985  -2.91414  4.04937
H  12.33098  2.19941  -3.37558
H  1.62562  0.12548  -0.73871
H  -4.11102  -1.56143  -5.87298
H  -3.85071  6.61181  2.49640
H  5.12125  -4.68479  2.93733
H  1.68268  7.13692  4.34939
H  3.62689  -4.14730  -4.07879
H  12.02192  3.80104  -2.94256
H  9.03173  3.37820  0.66906
H  4.59582  8.28544  4.19368

Cartesian forces (eV/Å) of the 2 atoms listed first:
-0.94 0.30 -0.45
-0.03 0.39 -0.23

Computed properties:
SMILES: O=C1C=C(O)C(=O)C=C1O.O=C1C=C(O)C(=O)C=C1O.O=C1C=C(O)C(=O)C=C1O.O=C1C=C(O)C(=O)C=C1O.COCCOC.ClCCCl.ClCCCl.ClCCCl.ClCCCl
HOMO, eV: -9.43
Energy relative to the best compared isomer or geometry (same formula, charge and spin), kJ/mol: 563.41

No. 2
An isolated ion of composition C7H15N2O2 and charge +1 in a non-equilibrium geometry, computed with ωB97M-V with the def2-TZVPD basis set.

Positions of all 26 atoms, in Å:
O  -0.30772  0.36930  -1.71475
O  2.25385  0.56840  -0.33127
N  -2.89369  0.27726  -1.14966
N  0.56166  -0.87137  0.10829
C  1.82816  -0.60322  -0.04197
C  -1.94253  1.07160  1.08903
C  -0.47759  0.10179  -0.27116
C  0.27206  -2.16667  0.59301
C  3.73031  0.69156  -0.39921
C  -0.49610  1.24221  0.82667
C  -2.06449  -0.06061  0.05572
H  -2.33912  -1.04636  0.37993
H  4.10394  1.04086  0.52332
H  -0.19829  2.21486  0.40380
H  -2.32748  0.77798  1.99471
H  3.82368  1.48847  -1.11836
H  1.15120  -2.82661  0.40908
H  -1.21336  0.63574  -1.92688
H  -0.15315  -2.08527  1.62766
H  -2.62689  1.94972  0.69420
H  4.29588  -0.25905  -0.51836
H  0.13542  1.01375  1.63181
H  -0.69196  -2.57139  -0.05277
H  2.54067  -1.41375  -0.10406
H  -3.62748  0.95374  -1.10707
H  -3.33697  -0.49292  -1.60168

Cartesian forces (eV/Å) of the 2 atoms listed first:
0.78 -0.33 3.33
0.94 -0.30 0.38

Computed properties:
Charge: +1
SMILES: CO/C=[N+](/C)[C@]1(O)CC[C@H]1N
HOMO, eV: -13.25
Energy relative to the best compared isomer or geometry (same formula, charge and spin), kJ/mol: 263.52

No. 3
A 2-piece molecular cluster, C2H7N2O2 overall in a non-equilibrium geometry, computed with ωB97M-V with the def2-TZVPD basis set.

Positions of all 13 atoms, in Å:
O  -0.17623  -0.06462  -1.68062
O  -0.51621  2.00178  -2.39602
N  0.36517  -1.80942  2.54107
N  0.96679  -0.14740  0.91286
C  0.21140  -0.42037  2.13883
C  -0.92563  0.82869  -2.12263
H  0.67136  0.72746  0.49249
H  -0.81004  -0.12823  1.89570
H  0.71267  -0.81649  0.19420
H  0.58642  0.18629  2.98215
H  -2.00539  0.57433  -2.20254
H  -0.40748  -2.29768  2.10509
H  1.27020  -2.12463  2.21868

Cartesian forces (eV/Å) of the 2 atoms listed first:
-0.45 -1.05 0.02
-1.48 -0.96 -0.12

Computed properties:
Charge: -1
HOMO, eV: -4.08
Energy relative to the best compared isomer or geometry (same formula, charge and spin), kJ/mol: 86.78

No. 4
The molecule C16H22N2 in a non-equilibrium geometry, computed with ωB97M-V with the def2-TZVPD basis set.

Positions of all 40 atoms, in Å:
N  3.16374  1.82493  0.28035
N  1.77353  -0.08065  0.45543
C  1.71214  -0.84745  2.90200
C  -3.03682  0.52750  -1.82763
C  -0.05722  -0.44721  4.39890
C  0.54796  -0.12177  3.18703
C  2.56156  -0.73043  1.62243
C  -2.94854  -0.67405  -2.75697
C  1.09275  1.63847  -1.03815
C  -2.13001  1.71894  -2.48349
C  2.15790  -1.76939  3.77219
C  -0.74792  1.35238  -2.68413
C  2.07966  1.15495  -0.04747
C  1.54868  -1.98833  5.01661
C  -0.02484  0.99399  -1.43615
C  -1.48654  -1.13608  -3.10300
C  0.48390  -1.24928  5.40362
C  -0.71019  0.05942  -3.58831
H  -2.51139  0.34121  -0.86655
H  -0.01475  -1.41846  6.34300
H  -0.85399  -1.55158  -2.23077
H  -1.03168  0.11779  4.53259
H  -1.07022  0.32857  -4.56677
H  0.36290  -0.13739  -3.72954
H  3.01150  -2.46967  3.63502
H  3.13542  -1.62742  1.17381
H  3.31580  2.73105  -0.15269
H  -1.57655  -1.74501  -4.02507
H  0.08358  0.55328  2.49560
H  -0.38102  0.12844  -0.94498
H  -3.52712  -1.53056  -2.27401
H  -2.67867  1.97980  -3.43232
H  -0.28612  2.19058  -3.16809
H  -1.95942  2.57315  -1.78381
H  1.44580  2.34845  -1.70247
H  -4.06380  0.83152  -1.62794
H  3.38423  -0.12370  1.91055
H  -3.69564  -0.59445  -3.64831
H  0.90105  -0.50830  0.29627
H  2.03035  -2.64322  5.69321

Cartesian forces (eV/Å) of the 2 atoms listed first:
-1.31 -1.89 0.18
3.05 -0.34 2.67

Computed properties:
SMILES: [H]/N=C(\C=C\C1CCCCC1)NCc1ccccc1
HOMO, eV: -8.70
Energy relative to the best compared isomer or geometry (same formula, charge and spin), kJ/mol: 348.66

Which E_LUMO belongs to each record? In order, -2.04; -3.55; 4.12; 0.77 eV.